1.
56
Properties=species:S:1:pos:R:3:lowdin_spin:R:1 method="wB97M-V/def2-TZVPD" e_lumo_ha="-0.0049 / -0.1848" total_energy_ev=-59643.2297 orbital_gap_ev="7.18 / 2.27" multiplicity=2 homo_energy_ev="-7.31 / -7.30"
Cs 4.812 -6.776 9.820 0.007
B 2.500 -9.435 8.794 0.005
H 2.964 -8.629 9.341 0.002
H 1.461 -9.497 9.079 0.001
H 2.415 -9.268 7.732 0.002
H 3.016 -10.350 9.041 0.001
B 5.127 -8.257 12.706 0.468
H 5.797 -8.605 11.935 0.056
H 5.657 -7.782 13.517 0.124
H 4.307 -7.638 12.379 0.026
H 4.723 -9.151 13.155 0.301
C 3.237 -5.370 3.467 0.000
C 3.517 -6.821 3.491 0.000
C 3.094 -7.387 4.808 0.000
S 3.316 -5.992 6.077 0.000
O 4.396 -6.344 6.968 0.001
O 2.069 -5.438 6.673 0.000
C 3.809 -4.751 4.771 0.000
H 2.178 -5.131 3.367 0.000
H 3.749 -4.939 2.606 0.000
H 4.568 -7.061 3.333 0.000
H 2.866 -7.284 2.749 0.000
H 3.704 -8.215 5.169 0.000
H 2.005 -7.394 4.852 0.000
H 4.896 -4.826 4.800 0.000
H 3.378 -3.802 5.088 0.000
C 9.907 -8.480 10.246 0.000
C 10.803 -7.395 9.853 0.000
C 10.021 -6.104 10.164 0.000
S 8.686 -6.367 11.365 0.001
O 7.524 -6.165 10.442 0.003
O 8.758 -5.698 12.684 0.001
C 9.221 -8.078 11.580 0.001
H 10.322 -9.487 10.254 0.000
H 9.130 -8.426 9.484 0.000
H 11.139 -7.479 8.820 0.000
H 11.670 -7.497 10.504 0.000
H 9.547 -5.610 9.316 0.000
H 10.654 -5.240 10.366 0.000
H 8.313 -8.569 11.930 0.001
H 9.965 -7.947 12.367 0.000
C -1.421 -4.599 8.999 0.000
C -1.149 -5.697 7.945 0.000
C -0.171 -6.860 8.361 0.000
S 0.426 -6.291 10.028 0.000
O 1.857 -6.423 10.038 0.000
O -0.491 -6.893 10.984 0.000
C -0.079 -4.515 9.698 0.000
H -2.158 -4.878 9.752 0.000
H -1.760 -3.749 8.408 0.000
H -0.736 -5.177 7.081 0.000
H -2.132 -6.085 7.675 0.000
H 0.566 -6.837 7.559 0.000
H -0.527 -7.890 8.378 0.000
H 0.647 -4.135 8.980 0.000
H -0.052 -3.970 10.642 0.000

=====

2.
55
Properties=species:S:1:pos:R:3:nbo_charge:R:1 method="wB97M-V/def2-TZVPD" e_lumo_ha=-0.2104 total_energy_ev=-30857.2729 orbital_gap_ev=8.74 relative_energy_kcal_mol=110.0 homo_energy_ev=-14.46 total_charge=+2
Ba -0.836 0.474 -0.434 1.941
C 2.920 -2.253 2.192 0.762
O 2.133 -1.889 1.330 -0.723
N 3.939 -1.580 2.697 -0.826
N 3.087 -3.406 2.721 -0.799
H 4.650 -2.058 3.232 0.389
H 4.158 -0.629 2.437 0.393
H 3.703 -3.473 3.518 0.399
H 2.506 -4.154 2.369 0.409
C 0.792 -0.444 -6.038 -0.650
C 0.975 -0.197 -4.516 -0.073
C 2.453 -0.195 -4.287 -0.079
O 2.655 0.104 -2.887 -0.567
C 4.060 0.278 -2.585 -0.259
N 0.372 1.075 -4.140 -0.877
H 1.476 0.226 -6.558 0.214
H -0.074 -0.146 -6.628 0.231
H 0.971 -1.487 -6.300 0.230
H 0.505 -1.020 -3.977 0.172
H 2.935 0.493 -4.982 0.180
H 2.919 -1.118 -4.632 0.198
H 4.532 -0.658 -2.883 0.179
H 4.316 0.338 -1.527 0.199
H 4.514 1.083 -3.162 0.183
H 1.038 1.815 -4.308 0.371
H -0.351 1.358 -4.786 0.368
C -1.267 -0.489 5.221 -0.645
C -1.800 -0.278 3.843 -0.070
C -3.264 0.339 3.614 -0.061
O -3.448 0.812 2.254 -0.598
C -4.774 1.208 1.864 -0.271
N -0.840 0.621 3.265 -0.880
H -1.661 0.241 5.928 0.225
H -0.194 -0.556 5.400 0.226
H -1.663 -1.428 5.608 0.226
H -1.640 -1.217 3.313 0.178
H -3.514 1.141 4.309 0.186
H -3.995 -0.449 3.794 0.190
H -4.679 2.120 1.275 0.187
H -5.414 1.629 2.640 0.204
H -5.297 0.480 1.244 0.188
H -0.971 1.500 3.745 0.366
H 0.055 0.219 3.508 0.370
O -3.562 0.106 -2.687 -0.983
H -3.749 -0.775 -3.011 0.491
H -3.747 0.680 -3.430 0.497
O -1.992 -2.881 0.322 -0.978
H -2.762 -3.123 -0.193 0.484
H -2.056 -3.415 1.114 0.497
O -1.788 3.966 -0.539 -0.985
H -2.323 4.540 -1.087 0.498
H -1.567 4.500 0.224 0.490
O 2.282 2.364 0.771 -0.970
H 3.132 2.314 1.208 0.491
H 2.149 3.298 0.612 0.481

=====

3.
158
Properties=species:S:1:pos:R:3:mulliken_charge:R:1 method="wB97M-V/def2-TZVPD" e_lumo_ha=-0.4023 total_energy_ev=-153027.2307 orbital_gap_ev=1.30 relative_energy_kcal_mol=0.0 homo_energy_ev=-12.25 total_charge=+2
Tl -0.864 3.879 3.352 1.175
As 0.087 0.400 0.280 1.975
F -0.185 1.645 1.428 -0.365
F 1.780 0.755 0.224 -0.389
F 0.397 -0.873 -0.876 -0.684
F -1.572 -0.067 0.360 -0.479
F -0.171 1.445 -1.074 -0.300
F 0.400 -0.700 1.590 -0.590
C 3.608 -2.670 2.426 -1.583
C 3.828 -1.853 1.167 0.466
N 4.857 -2.340 0.278 0.964
C 6.108 -2.774 0.884 -0.880
C 6.804 -1.665 1.702 -1.125
C 5.071 -1.486 -0.878 -1.013
C 3.824 -1.327 -1.715 -0.525
H 3.376 -3.712 2.195 0.281
H 2.745 -2.261 2.945 0.329
H 4.476 -2.634 3.082 0.407
H 2.895 -1.795 0.599 -0.777
H 4.053 -0.806 1.442 0.622
H 5.972 -3.638 1.541 0.364
H 6.755 -3.106 0.073 0.494
H 6.100 -1.217 2.403 0.162
H 7.648 -2.049 2.269 0.432
H 7.186 -0.876 1.051 0.323
H 5.843 -1.962 -1.488 0.498
H 5.498 -0.517 -0.572 0.515
H 3.059 -0.698 -1.259 -0.358
H 3.352 -2.305 -1.845 0.224
H 4.058 -0.987 -2.721 0.713
C 1.376 0.651 -4.144 -0.804
C 2.253 1.626 -3.359 0.774
N 3.386 2.111 -4.131 0.352
C 2.923 3.046 -5.180 -0.287
C 3.834 3.132 -6.384 -1.431
C 4.409 2.757 -3.312 -0.287
C 5.137 1.750 -2.439 -0.757
H 0.629 0.243 -3.448 -0.011
H 1.965 -0.183 -4.522 0.397
H 0.740 1.054 -4.935 0.415
H 1.649 2.427 -2.906 -0.674
H 2.636 1.036 -2.523 -0.293
H 1.919 2.821 -5.538 0.460
H 2.791 4.033 -4.697 0.274
H 3.991 2.146 -6.823 0.334
H 3.388 3.735 -7.177 0.422
H 4.808 3.582 -6.187 0.361
H 4.014 3.557 -2.666 0.046
H 5.121 3.220 -3.993 0.512
H 4.472 1.294 -1.708 -0.269
H 5.954 2.210 -1.872 0.536
H 5.660 0.987 -3.020 0.373
C -6.453 -1.968 -4.213 -1.018
C -7.288 -1.375 -3.070 -0.362
N -7.359 -2.200 -1.880 0.251
C -8.239 -3.345 -2.041 -0.349
C -8.557 -4.128 -0.767 -1.402
C -6.103 -2.519 -1.246 -0.772
C -5.188 -1.328 -1.038 -0.364
H -6.891 -2.881 -4.611 0.356
H -5.409 -2.127 -3.934 0.233
H -6.420 -1.250 -5.035 0.396
H -6.967 -0.367 -2.784 0.069
H -8.296 -1.218 -3.463 0.429
H -9.187 -3.008 -2.463 0.429
H -7.817 -4.044 -2.786 0.332
H -9.394 -4.789 -0.984 0.423
H -7.712 -4.676 -0.361 0.363
H -8.937 -3.457 0.011 0.358
H -5.625 -3.345 -1.812 0.434
H -6.318 -2.976 -0.275 0.460
H -5.664 -0.567 -0.425 0.348
H -4.870 -0.893 -1.989 -0.347
H -4.278 -1.676 -0.548 0.345
C 0.061 0.635 7.041 -1.341
C -0.130 0.373 5.573 0.504
O -0.331 1.308 4.805 -0.378
N 0.017 -0.895 5.133 0.284
C 0.406 -2.097 5.882 -1.269
H 0.919 1.286 7.220 0.256
H 0.202 -0.262 7.646 0.484
H -0.780 1.163 7.493 0.224
H -0.151 -1.033 4.148 0.096
H 0.166 -2.952 5.254 0.376
H -0.230 -2.237 6.758 0.406
H 1.458 -2.049 6.156 0.343
C 5.001 -5.943 -0.514 -0.958
C 3.578 -5.760 -1.016 0.608
O 2.985 -6.656 -1.575 -0.596
N 3.007 -4.559 -0.742 0.225
C 1.639 -4.214 -1.070 -1.359
H 5.025 -5.982 0.576 0.243
H 5.654 -5.190 -0.947 0.244
H 5.347 -6.926 -0.825 0.352
H 3.608 -3.826 -0.343 -0.040
H 0.919 -4.912 -0.645 0.587
H 1.543 -4.231 -2.162 0.469
H 1.414 -3.201 -0.744 0.276
C 3.007 0.962 3.533 -0.735
C 2.835 2.384 4.007 -0.001
O 1.840 3.026 3.685 -0.519
N 3.776 2.908 4.827 -0.159
C 4.892 2.213 5.449 -0.920
H 2.229 0.762 2.802 -0.247
H 2.887 0.256 4.358 0.498
H 3.987 0.803 3.075 0.763
H 3.677 3.879 5.066 0.291
H 4.905 1.169 5.159 0.331
H 4.813 2.212 6.543 0.300
H 5.824 2.732 5.221 0.306
C -4.376 4.732 0.229 -1.546
C -3.750 3.373 0.447 0.456
O -2.835 3.253 1.254 -0.357
N -4.224 2.343 -0.282 0.479
C -5.456 2.335 -1.016 -1.114
H -5.418 4.754 0.558 0.446
H -4.235 5.065 -0.797 0.379
H -3.894 5.417 0.924 0.301
H -3.708 1.483 -0.161 0.056
H -5.417 3.089 -1.808 0.366
H -6.341 2.540 -0.407 0.344
H -5.680 1.402 -1.525 0.188
C 1.831 4.017 -0.851 -0.418
C 0.535 4.537 -0.323 0.089
O 0.359 4.609 0.885 -0.683
N -0.420 4.964 -1.183 -0.062
C -0.524 4.661 -2.602 -0.486
H 1.869 2.931 -0.735 -0.023
H 2.609 4.393 -0.184 0.561
H 2.086 4.331 -1.862 0.307
H -1.204 5.410 -0.739 0.289
H 0.135 3.828 -2.842 -0.085
H -0.180 5.500 -3.209 0.314
H -1.541 4.355 -2.826 0.316
C -3.830 1.633 6.603 -1.218
C -3.552 1.417 5.144 0.665
O -3.103 2.293 4.433 -0.492
N -3.668 0.153 4.695 -0.093
C -3.285 -0.252 3.383 -0.647
H -4.086 2.671 6.791 0.308
H -3.010 1.278 7.220 0.148
H -4.730 1.096 6.938 0.422
H -4.103 -0.551 5.262 0.231
H -4.166 -0.295 2.733 0.476
H -2.803 -1.229 3.397 0.347
H -2.597 0.467 2.950 -0.134
C -0.998 -2.911 -3.004 -0.581
C -1.753 -1.766 -3.615 0.402
O -2.471 -1.938 -4.575 -0.699
N -1.646 -0.570 -3.020 1.007
C -2.366 0.590 -3.490 -0.795
H 0.051 -2.673 -2.857 -0.219
H -1.025 -3.751 -3.699 0.497
H -1.497 -3.288 -2.110 0.334
H -0.933 -0.422 -2.310 -0.528
H -3.440 0.422 -3.397 0.092
H -2.143 0.795 -4.539 0.368
H -2.132 1.464 -2.891 0.116

=====

4.
31
Properties=species:S:1:pos:R:3:nbo_charge:R:1 method="wB97M-V/def2-TZVPD" e_lumo_ha=0.0244 total_energy_ev=-31592.7300 orbital_gap_ev=9.55 relative_energy_kcal_mol=3.6 homo_energy_ev=-8.88
O 1.970 0.318 -2.543 -0.597
C 0.856 -0.105 -2.691 0.814
O 0.481 -0.836 -3.744 -0.683
C -0.292 0.154 -1.745 -0.535
C 0.039 -0.530 -0.388 -0.138
C 0.132 -2.024 -0.682 0.676
O 0.998 -2.465 -1.410 -0.619
N -0.828 -2.815 -0.168 -0.609
C -1.840 -2.407 0.775 -0.210
C -2.117 -0.917 0.604 -0.223
N -0.850 -0.228 0.710 -0.439
C -0.971 1.184 1.042 -0.244
C 0.369 1.811 1.240 -0.220
C 1.302 1.513 2.185 -0.246
C 2.478 2.287 2.062 -0.251
C 2.421 3.162 1.027 -0.407
S 0.934 3.056 0.176 0.445
H 1.254 -1.063 -4.284 0.499
H -0.372 1.231 -1.593 0.237
H -1.213 -0.238 -2.176 0.225
H 1.047 -0.200 -0.107 0.259
H -0.723 -3.803 -0.352 0.407
H -1.498 -2.592 1.801 0.190
H -2.749 -2.989 0.597 0.202
H -2.624 -0.735 -0.358 0.172
H -2.775 -0.577 1.405 0.211
H -1.537 1.237 1.979 0.216
H -1.532 1.751 0.279 0.179
H 1.154 0.762 2.939 0.226
H 3.325 2.194 2.717 0.225
H 3.161 3.866 0.703 0.238

=====

5.
14
Properties=species:S:1:pos:R:3:nbo_charge:R:1 method="wB97M-V/def2-TZVPD" e_lumo_ha=0.0444 total_energy_ev=-5782.3150 orbital_gap_ev=9.78 relative_energy_kcal_mol=34.5 homo_energy_ev=-8.57
C 0.947 0.390 1.750 -0.508
C 1.379 1.203 0.785 0.009
N 0.544 2.122 0.122 -0.805
H -0.023 0.515 2.214 0.187
H 1.554 -0.441 2.082 0.204
H 2.402 1.157 0.436 0.189
H 0.938 3.060 0.063 0.364
H -0.334 2.263 0.634 0.360
C -0.699 -2.084 -1.396 -0.378
C -1.774 -1.322 -1.280 -0.383
H -0.119 -2.428 -0.549 0.191
H -0.367 -2.497 -2.340 0.189
H -2.139 -0.917 -0.352 0.192
H -2.311 -1.022 -2.168 0.188